<A>
ORCA calculation (wB97M-V/def2-TZVPD) on a cluster of 2 separate species, C2H8N4 in total.

XYZ file:
```
14
Properties=species:S:1:pos:R:3
N 0.770 -0.832 -0.382
C 2.050 -0.932 0.067
N 2.566 -0.264 1.023
H -0.061 -0.448 0.111
H 0.515 -1.620 -0.949
H 2.594 -1.750 -0.388
H 3.393 -0.727 1.371
N -1.254 1.313 -1.035
C -2.017 0.678 -0.097
N -1.819 -0.239 0.788
H -0.222 1.116 -1.006
H -1.380 2.293 -1.223
H -2.871 1.353 0.066
H -2.266 0.060 1.654
```

Its SMILES is [H]/N=C/N.[H]/N=C/N. The multiplicity is 1. The value obtained for the gap between HOMO and LUMO is 9.639 eV.



<B>
ORCA calculation (wB97M-V/def2-TZVPD) on a cluster of 2 separate species, C2H8N4 in total.

XYZ file:
```
14
Properties=species:S:1:pos:R:3
N -1.223 2.056 0.086
N -0.394 1.257 -0.590
N 0.914 1.254 -0.294
H -1.792 2.675 -0.473
H -1.062 2.261 1.075
H 1.075 1.520 0.696
N 1.359 -0.737 -0.456
C 0.326 -1.274 0.404
C -0.782 -1.909 0.001
H 2.321 -0.886 -0.173
H 1.029 -0.421 -1.362
H 0.773 -1.581 1.348
H -1.283 -1.580 -0.898
H -1.261 -2.635 0.636
```

Its SMILES is [H]/N=N\N.C=CN. The multiplicity is 1. The value obtained for the gap between HOMO and LUMO is 7.729 eV.



Stability, descending: <A>, <B>



<A>
ORCA calculation (wB97M-V/def2-TZVPD) on a cluster of 2 separate species, C2H8N4 in total.

XYZ file:
```
14
Properties=species:S:1:pos:R:3
N 0.268 1.416 -0.549
C -0.671 1.159 -1.453
N -1.666 0.244 -1.301
H 1.151 0.884 -0.268
H 0.455 2.473 -0.379
H -0.598 1.556 -2.448
H -2.009 -0.020 -2.291
N -0.615 -0.711 1.307
C 0.698 -1.079 1.359
N 1.718 -1.037 0.427
H -1.186 -0.713 0.509
H -1.118 -1.146 2.012
H 1.017 -1.444 2.323
H 2.554 -1.583 0.751
```

Its SMILES is [H]/N=C/N.[H]/N=C/N. The multiplicity is 1. The value obtained for the gap between HOMO and LUMO is 9.963 eV.



<B>
ORCA calculation (wB97M-V/def2-TZVPD) on an isolated molecule of C2H8N4.

XYZ file:
```
14
Properties=species:S:1:pos:R:3
C 0.513 1.372 0.198
N -1.305 -0.070 -0.941
C -0.292 0.106 0.101
N -1.671 -0.035 0.468
N 1.368 -1.503 -0.289
N 0.339 -1.068 0.589
H -1.517 0.808 -1.418
H -2.112 0.833 0.774
H -0.614 -1.616 0.754
H 2.106 -1.954 0.240
H 1.012 -1.878 -1.169
H 1.440 1.220 -0.352
H -0.037 2.227 -0.194
H 0.771 1.557 1.239
```

Its SMILES is CC1(NN)NN1. The multiplicity is 1. The value obtained for the gap between HOMO and LUMO is 9.863 eV.



Stability, descending: <A>, <B>



<A>
ORCA calculation (wB97M-V/def2-TZVPD) on a cluster of 2 separate species, C6H12O2 in total.

XYZ file:
```
20
Properties=species:S:1:pos:R:3
C -0.911 0.808 0.045
C 0.072 0.177 0.679
C -1.229 -2.855 -2.309
C 0.958 2.288 1.741
C -0.774 -1.647 -3.044
C 1.303 0.911 1.220
O -0.566 -0.566 -2.480
O 1.918 0.189 2.281
H -0.682 1.786 -0.327
H -1.822 0.287 -0.145
H -1.878 -3.292 -3.127
H -0.385 -3.420 -2.195
H -1.673 -2.828 -1.253
H -0.048 2.282 2.190
H 1.658 2.506 2.499
H 1.201 3.055 0.923
H -0.054 -0.829 1.116
H 2.081 1.007 0.548
H -0.744 -0.415 -1.487
H 1.576 0.557 3.123
```

The multiplicity is 1. The value obtained for the gap between HOMO and LUMO is 8.162 eV.



<B>
ORCA calculation (wB97M-V/def2-TZVPD) on a cluster of 2 separate species, C6H12O2 in total.

XYZ file:
```
20
Properties=species:S:1:pos:R:3
O 0.332 3.053 6.589
C 1.216 2.359 6.028
C 1.707 2.759 4.637
C 1.809 1.064 6.622
H 1.011 3.522 4.251
H 1.713 1.904 3.940
H 2.721 3.193 4.670
H 2.331 0.435 5.881
H 0.971 0.486 7.047
H 2.514 1.311 7.434
O -3.893 -2.813 6.784
C -3.936 -1.963 5.883
C -5.099 -1.102 5.619
C -2.586 -1.612 5.148
H -5.740 -1.047 6.514
H -5.721 -1.400 4.758
H -4.682 -0.100 5.421
H -2.417 -2.464 4.468
H -1.688 -1.479 5.774
H -2.732 -0.702 4.543
```

Its SMILES is CC(C)=O.CC(C)=O. The multiplicity is 1. The value obtained for the gap between HOMO and LUMO is 10.263 eV.



<C>
ORCA calculation (wB97M-V/def2-TZVPD) on a structure of composition C6H12O2.

XYZ file:
```
20
Properties=species:S:1:pos:R:3
C 0.366 -0.453 -0.722
C 1.019 0.299 0.929
C -0.715 0.420 -0.723
C 1.390 -0.549 -1.803
C 0.589 0.666 2.305
C -1.852 0.439 0.236
O 0.698 -1.011 0.495
O -1.073 -1.435 -1.811
H -1.598 -1.940 -1.174
H 2.011 0.616 0.620
H -0.776 1.099 -1.564
H 1.655 -1.598 -1.919
H 2.290 0.013 -1.541
H 0.985 -0.187 -2.745
H 0.945 1.668 2.548
H -0.491 0.639 2.447
H 1.024 -0.037 3.030
H -1.802 -0.390 0.937
H -1.886 1.381 0.790
H -2.778 0.363 -0.336
```

The multiplicity is 1. The value obtained for the gap between HOMO and LUMO (spin up / spin down) is 8.026 / 7.703 eV.



Stability, descending: <B>, <A>, <C>



<A>
ORCA calculation (wB97M-V/def2-TZVPD) on a cluster of 4 separate species, C3H14NO3 in total.

XYZ file:
```
21
Properties=species:S:1:pos:R:3
C 0.025 -3.299 -0.775
C 0.342 -1.903 -0.312
C -0.372 -0.872 -0.714
N -0.002 0.486 -0.320
H -1.046 -3.408 -0.875
H 0.463 -3.471 -1.761
H 0.410 -4.080 -0.121
H 1.168 -1.780 0.386
H -1.231 -0.903 -1.366
H 0.837 0.561 0.286
H 0.221 1.129 -1.082
H -0.800 0.889 0.191
H 2.942 0.678 1.708
H 2.272 2.082 1.558
O 2.188 1.148 1.342
H -1.660 -0.580 2.449
H -2.939 0.277 2.171
O -2.045 0.090 1.868
H -0.945 3.727 -1.766
H 0.448 3.280 -2.295
O -0.214 3.115 -1.605
```

The multiplicity is 1. The value obtained for the gap between HOMO and LUMO is 11.113 eV. The total charge is +1.



<B>
ORCA calculation (wB97M-V/def2-TZVPD) on a cluster of 4 separate species, C3H14NO3 in total.

XYZ file:
```
21
Properties=species:S:1:pos:R:3
C -2.033 1.240 0.027
C -0.557 1.588 0.111
C -0.125 2.796 0.401
N 0.208 0.282 0.040
H -2.688 1.940 -0.518
H -2.278 0.282 -0.450
H -2.312 1.211 1.092
H 0.908 3.119 0.507
H -0.839 3.609 0.459
H 0.774 -0.062 0.826
H 0.899 0.284 -0.723
H -0.571 -0.395 0.030
H -0.306 -2.962 -1.277
H -1.777 -2.676 -1.300
O -1.008 -2.576 -0.732
H 1.261 -1.939 2.475
H -0.357 -1.642 2.669
O 0.422 -1.686 2.122
H 3.180 -0.641 -1.208
H 3.026 0.134 -2.560
O 2.567 -0.273 -1.831
```

The multiplicity is 1. The value obtained for the gap between HOMO and LUMO is 11.208 eV. The total charge is +1.



Stability, descending: <A>, <B>



<A>
ORCA calculation (wB97M-V/def2-TZVPD) on an isolated molecule of Cl5H2NSi2.

XYZ file:
```
10
Properties=species:S:1:pos:R:3
N 0.111 0.429 0.176
Si -0.338 1.890 0.945
Si -0.239 1.592 3.239
Cl -2.709 2.246 0.646
Cl 0.565 3.396 0.022
Cl -1.194 3.024 4.279
Cl 1.675 1.517 3.893
Cl -1.092 -0.187 3.669
H -0.252 -0.442 0.534
H 0.224 0.378 -0.825
```

Its SMILES is N[Si](Cl)(Cl)[Si](Cl)(Cl)Cl. The multiplicity is 1. The value obtained for the gap between HOMO and LUMO is 10.795 eV.



<B>
ORCA calculation (wB97M-V/def2-TZVPD) on an isolated molecule of Cl5H2NSi2.

XYZ file:
```
10
Properties=species:S:1:pos:R:3
N -1.957 -0.013 -0.011
Si -0.452 0.794 -0.068
Si 1.573 -0.534 0.047
Cl 3.420 0.081 0.776
Cl -0.431 1.942 1.602
Cl -0.415 1.928 -1.721
Cl 1.056 -2.171 1.145
Cl 1.910 -1.212 -1.846
H -2.331 -0.531 -0.789
H -2.373 -0.284 0.865
```

Its SMILES is N[Si](Cl)(Cl)[Si](Cl)(Cl)Cl. The multiplicity is 1. The value obtained for the gap between HOMO and LUMO is 10.437 eV.



Stability, descending: <B>, <A>



<A>
ORCA calculation (wB97M-V/def2-TZVPD) on a cluster of 2 separate species, C3H11NO in total.

XYZ file:
```
16
Properties=species:S:1:pos:R:3
C 2.199 -0.007 0.134
O 1.267 -0.646 0.986
H 3.180 -0.489 0.554
H 2.260 1.034 0.009
H 2.136 -0.468 -0.878
C -0.880 -0.754 -1.143
N -0.669 0.359 -0.254
C -1.455 0.832 0.885
H 0.157 -1.195 -1.477
H -1.539 -0.508 -1.987
H -1.331 -1.541 -0.570
H 0.257 -0.497 0.832
H -0.295 1.086 -0.765
H -2.229 0.019 1.250
H -0.927 1.074 1.810
H -2.131 1.701 0.612
```

Its SMILES is CNC.CO. The multiplicity is 1. The value obtained for the gap between HOMO and LUMO is 9.558 eV.



<B>
ORCA calculation (wB97M-V/def2-TZVPD) on a cluster of 2 separate species, C3H11NO in total.

XYZ file:
```
16
Properties=species:S:1:pos:R:3
C 0.016 2.479 -1.050
O -0.126 3.830 -0.625
H -0.114 2.432 -2.129
H -0.509 1.663 -0.546
H 1.083 2.325 -0.852
C 0.832 -2.442 0.981
C 0.195 -1.148 0.482
N -1.175 -1.256 0.075
H 0.752 -3.301 0.347
H 0.425 -2.706 1.957
H 1.874 -2.334 1.161
H 0.825 -0.653 -0.257
H 0.267 -0.482 1.347
H -1.006 4.187 -0.777
H -1.887 -1.350 0.770
H -1.452 -1.244 -0.883
```

Its SMILES is CCN.CO. The multiplicity is 1. The value obtained for the gap between HOMO and LUMO is 9.731 eV.



Stability, descending: <B>, <A>



<A>
ORCA calculation (wB97M-V/def2-TZVPD) on a cluster of 2 separate species, C3H11NO in total.

XYZ file:
```
16
Properties=species:S:1:pos:R:3
C -0.788 0.633 -1.339
N -0.133 -3.271 -0.223
H -0.211 1.441 -1.783
H -1.744 0.987 -0.931
H -0.984 -0.054 -2.164
H 0.685 -3.393 0.362
H -0.918 -3.558 0.357
H -0.287 -2.299 -0.458
C 0.902 0.720 0.340
O -0.040 -0.064 -0.374
C 0.242 1.732 1.257
H 1.455 -0.013 0.914
H 1.605 1.146 -0.382
H 0.972 2.393 1.733
H -0.416 2.392 0.697
H -0.340 1.207 1.995
```

Its SMILES is CCOC.N. The multiplicity is 1. The value obtained for the gap between HOMO and LUMO is 10.574 eV.



<B>
ORCA calculation (wB97M-V/def2-TZVPD) on a cluster of 2 separate species, C3H11NO in total.

XYZ file:
```
16
Properties=species:S:1:pos:R:3
C 0.931 2.509 1.060
O 0.143 2.506 2.213
H 0.302 2.374 0.113
H 1.560 3.410 1.064
H 1.564 1.591 1.053
C 0.446 -2.221 -0.523
C -0.841 -1.578 -1.008
N -1.173 -0.325 -0.366
H 0.673 -3.084 -1.193
H 1.343 -1.577 -0.712
H 0.451 -2.636 0.475
H -0.741 -1.424 -2.120
H -1.633 -2.323 -0.847
H -0.810 2.368 2.021
H -1.888 0.212 -0.865
H -0.327 0.199 -0.364
```

Its SMILES is CCN.CO. The multiplicity is 1. The value obtained for the gap between HOMO and LUMO is 10.240 eV.



Stability, descending: <A>, <B>